[1]
68
Properties=species:S:1:pos:R:3:forces:R:3 method="wB97M-V/def2-TZVPD" spin_multiplicity=8 s_squared=16.04 charge=-1 e_above_lowest_kj_mol=125.1 homo_ev="-4.57 / -4.38"
Gd 0.145 0.379 0.616 -1.6262 -2.6277 -2.8631
N -3.105 -3.008 -1.258 -0.0530 -0.2308 -0.0644
C -2.133 -2.181 -0.765 0.0129 0.4854 0.2384
S -2.496 -0.533 -0.667 0.0047 0.2705 -0.2787
N -1.042 -2.818 -0.377 -0.0012 -1.0101 -0.0817
N 0.048 -2.111 -0.057 0.4996 -0.4660 0.2221
C 1.070 -2.833 0.301 -1.2355 0.0179 -0.2262
C 2.379 -2.248 0.393 0.9142 0.4020 0.0005
C 3.496 -2.994 0.802 -0.4080 0.1515 -0.1075
C 4.742 -2.401 0.788 -0.0333 0.2019 -0.0627
C 4.854 -1.090 0.348 -0.1063 -0.0909 -0.0002
C 3.697 -0.422 -0.035 0.2825 0.0776 0.0072
N 2.497 -0.971 -0.012 -0.1198 -0.3206 0.2786
H -3.852 -2.550 -1.755 0.0866 -0.0690 0.0456
H -2.783 -3.900 -1.600 -0.0507 0.0235 0.0222
H 0.948 -3.912 0.422 0.0220 0.1504 -0.1062
H 3.373 -4.017 1.124 -0.0683 -0.0825 0.0264
H 5.620 -2.946 1.106 0.0247 -0.0716 0.0177
H 5.813 -0.599 0.301 0.0672 0.0897 -0.0211
H 3.733 0.600 -0.389 -0.0049 0.0687 0.0627
O 1.068 0.334 4.797 -0.5679 0.2452 -0.4228
P 0.982 0.631 3.216 1.0226 -0.6341 2.5592
O -0.381 1.073 2.822 -0.0059 0.5427 0.2144
O 1.465 -0.564 2.443 -0.0187 0.2854 0.1411
O 2.041 1.842 3.092 -0.6465 0.1475 -0.8451
P 1.781 2.742 1.692 1.2974 1.6037 1.3307
O 3.182 3.552 1.740 -0.6148 0.1325 -0.1717
O 1.829 1.748 0.566 0.8164 0.4359 -0.1896
O 0.638 3.645 1.805 0.1161 0.1708 0.0034
H 1.980 0.146 5.011 0.4198 -0.1618 0.2624
H 3.912 2.938 1.794 0.3548 -0.2546 -0.0113
C -1.067 -0.109 -4.285 0.4172 0.4266 0.5410
Si 0.418 0.435 -3.184 0.3611 -1.0734 -1.1415
C 1.367 -1.189 -2.870 -0.3602 0.5756 0.0609
C 1.644 1.341 -4.371 -0.5350 0.0014 0.5973
N -0.089 1.208 -1.739 0.3366 -0.1905 0.1537
C -0.777 2.371 -1.764 -0.2814 0.2887 0.3329
C -0.953 3.203 -2.898 0.0524 -0.1021 0.2092
C -1.674 4.376 -2.868 -0.0985 0.1077 -0.0840
C -2.289 4.814 -1.705 0.0121 -0.0508 0.0147
C -2.171 4.031 -0.567 0.0654 -0.1006 0.1592
C -1.444 2.869 -0.622 -0.3171 -0.1162 0.0726
F -1.444 2.080 0.547 -0.2144 0.9396 -0.8036
H -0.801 -0.973 -4.884 0.1992 -0.1824 -0.1433
H -1.403 0.673 -4.958 -0.0886 0.2232 -0.1459
H -1.905 -0.389 -3.654 -0.1748 -0.0369 0.1858
H 1.661 -1.628 -3.819 -0.0248 0.0530 -0.3318
H 0.756 -1.917 -2.352 -0.1267 -0.1636 0.1275
H 2.265 -1.025 -2.290 0.1393 0.0130 0.0412
H 1.921 0.686 -5.193 -0.0448 -0.2384 -0.0892
H 2.554 1.604 -3.841 0.2156 0.0882 0.1467
H 1.238 2.250 -4.801 -0.0344 0.2062 -0.0951
H -0.508 2.880 -3.821 0.1152 -0.0043 -0.2179
H -1.765 4.960 -3.775 -0.0010 0.0051 -0.0415
H -2.862 5.728 -1.687 -0.0298 0.0899 0.0384
H -2.646 4.306 0.364 0.0230 -0.0019 0.0907
N -5.133 -2.681 5.989 -0.1235 -0.0450 0.1249
C -4.397 -2.331 5.180 -0.4708 -0.2495 0.6096
C -3.488 -1.915 4.183 0.8429 0.3264 -0.9350
C -3.659 -0.695 3.527 -0.0097 -0.1986 0.0984
C -2.763 -0.352 2.530 -0.1611 0.0102 0.0057
N -1.742 -1.125 2.165 -0.0363 -0.1697 0.4785
C -1.577 -2.274 2.806 0.0623 -0.0950 -0.1286
C -2.414 -2.723 3.815 -0.3110 0.1637 0.1582
H -4.478 -0.044 3.795 0.0060 0.0588 -0.0550
H -2.881 0.578 1.989 0.0364 -0.0040 0.0531
H -0.742 -2.883 2.486 0.1235 -0.0015 -0.0104
H -2.249 -3.669 4.311 0.0553 -0.0363 -0.0575

***

[2]
58
Properties=species:S:1:pos:R:3:forces:R:3 method="wB97M-V/def2-TZVPD" smiles="CCOc1ccc(S(=O)(=O)N(CC(=O)N2CCC(C(N)=O)CC2)c2ccc(F)cc2)cc1" e_above_lowest_kj_mol=60.5 homo_ev=-7.99
C -3.625 -4.879 -2.229 0.2844 0.2377 0.2781
C -3.051 -4.030 -1.105 -0.3832 -0.1004 -0.0290
O -1.654 -3.924 -1.321 0.1759 -0.0436 -0.1095
C -0.905 -3.195 -0.466 0.1981 0.1778 0.1843
C -1.397 -2.537 0.660 -0.1862 -0.1447 -0.2038
C -0.535 -1.799 1.452 0.1008 0.0282 0.1375
C 0.803 -1.724 1.129 0.3549 0.3825 0.6191
S 1.867 -0.661 2.081 -0.1072 -0.0494 0.1083
O 3.140 -1.282 2.272 0.0082 -0.0225 -0.4040
O 1.160 -0.235 3.257 -0.2093 -0.0600 -0.2457
N 2.026 0.739 1.128 -0.5800 -0.7116 1.0626
C 0.774 1.460 1.106 -0.2071 0.0456 0.0207
C -0.186 0.905 0.047 0.0846 0.0604 -0.1429
O 0.226 0.226 -0.879 0.1435 0.1417 -0.0986
N -1.497 1.168 0.206 -0.3368 -0.0660 -0.0278
C -2.115 2.055 1.164 -0.0215 0.3239 0.2643
C -2.693 3.273 0.439 -0.1586 -0.1553 0.1365
C -3.694 2.852 -0.648 0.0891 -0.0263 -0.0164
C -4.972 2.301 -0.022 0.1758 0.5038 -0.3926
N -6.087 3.009 -0.312 -0.5027 0.2290 -0.0656
O -5.018 1.313 0.679 0.0114 -0.4197 0.3066
C -3.044 1.808 -1.569 -0.1242 -0.1181 0.1870
C -2.447 0.657 -0.762 0.0086 -0.2534 -0.4348
C 2.965 0.925 0.112 0.8737 -0.0398 -0.6120
C 2.724 1.791 -0.958 -0.0911 -0.1186 0.2513
C 3.686 2.018 -1.924 0.3220 -0.0405 -0.0424
C 4.904 1.375 -1.830 -0.0777 -0.0247 0.0720
F 5.846 1.596 -2.777 -0.0965 -0.0280 0.0946
C 5.175 0.516 -0.783 0.0065 0.1672 -0.3179
C 4.213 0.301 0.184 -0.0100 0.0462 -0.0309
C 1.311 -2.382 0.024 -0.0243 -0.1952 -0.1357
C 0.461 -3.120 -0.768 -0.0675 0.0161 0.0290
H -3.166 -5.863 -2.222 0.0035 -0.1144 -0.0143
H -4.699 -4.984 -2.100 -0.1127 -0.0212 -0.0009
H -3.424 -4.410 -3.188 -0.0220 0.0294 -0.1113
H -3.509 -3.032 -1.110 0.0826 -0.0804 0.0730
H -3.246 -4.504 -0.134 0.0471 0.1207 -0.0638
H -2.442 -2.581 0.922 -0.0975 -0.0366 0.0083
H -0.892 -1.277 2.326 -0.1134 0.0350 0.0874
H 0.963 2.524 0.936 -0.0250 -0.0689 0.0474
H 0.358 1.330 2.106 -0.1146 0.3356 -0.2033
H -1.403 2.378 1.920 -0.0041 -0.0343 -0.0115
H -2.930 1.512 1.653 0.1760 0.0875 0.0638
H -3.180 3.928 1.164 0.0278 0.0720 0.0197
H -1.881 3.830 -0.034 0.0127 0.0382 0.0143
H -3.953 3.733 -1.244 0.0095 -0.0603 0.0542
H -6.082 3.830 -0.889 0.0792 -0.0594 0.0243
H -6.965 2.697 0.071 0.0619 -0.0115 -0.0012
H -2.250 2.291 -2.141 0.0027 0.0000 -0.0439
H -3.782 1.417 -2.271 0.0123 0.0020 -0.0767
H -1.917 -0.038 -1.415 -0.1032 0.0662 0.0941
H -3.240 0.132 -0.224 0.1080 -0.0081 -0.0639
H 1.774 2.286 -1.068 -0.1024 0.0056 -0.0137
H 3.491 2.684 -2.750 -0.0074 0.0553 -0.0796
H 6.135 0.027 -0.723 0.1044 -0.0382 -0.0001
H 4.427 -0.361 1.004 0.1165 0.0558 -0.0145
H 2.362 -2.299 -0.204 0.1411 -0.0504 -0.1312
H 0.819 -3.637 -1.644 0.0635 -0.0617 -0.0989

***

[3]
59
Properties=species:S:1:pos:R:3:forces:R:3 method="wB97M-V/def2-TZVPD" smiles="CSCC[C@@H](NC(=O)c1cccc(S(=O)(=O)N2CCOCC2)c1)C(=O)Nc1ccc(F)cc1" e_above_lowest_kj_mol=0.0 homo_ev=-8.41
C 1.861 -2.668 -3.766 -0.0416 0.3690 0.2737
S 1.524 -1.479 -2.438 -0.0173 0.1430 -0.2760
C 1.655 0.050 -3.441 -0.0123 -0.4564 0.2235
C 1.616 1.310 -2.595 -0.2617 -0.0514 -0.0398
C 0.267 1.560 -1.930 0.1078 0.3462 -0.2600
N 0.106 0.736 -0.747 0.2228 -0.0102 0.0068
C -1.097 0.362 -0.278 0.1506 0.0203 0.0514
O -2.143 0.782 -0.764 -0.2200 -0.1120 -0.0447
C -1.099 -0.553 0.898 -0.0639 -0.2773 0.2955
C -2.242 -0.559 1.697 0.0446 0.0333 -0.0921
C -2.330 -1.379 2.807 0.0913 0.0356 -0.0204
C -1.271 -2.215 3.127 0.0452 -0.1233 0.0709
C -0.148 -2.216 2.324 0.3714 -0.4453 0.1669
S 1.231 -3.290 2.728 -0.0162 0.0329 -0.3998
O 0.774 -4.309 3.630 -0.2274 0.0234 -0.1701
O 2.355 -2.489 3.112 0.1043 0.0936 -0.1743
N 1.561 -3.897 1.206 -0.2458 0.4963 0.8769
C 0.602 -4.852 0.700 -0.3185 -0.3251 -0.4043
C 0.785 -4.912 -0.818 -0.2802 0.0596 0.2476
O 2.107 -5.260 -1.163 0.0601 -0.2283 -0.0848
C 3.049 -4.363 -0.612 0.1157 0.1456 0.2909
C 2.921 -4.290 0.910 0.5273 -0.0026 -0.1445
C -0.041 -1.399 1.216 -0.1978 0.3039 -0.1641
C 0.115 3.063 -1.571 -0.2036 -0.5851 -0.1532
O 1.034 3.846 -1.669 0.2614 0.2380 0.0056
N -1.143 3.345 -1.169 -0.3654 -0.2372 0.0192
C -1.672 4.565 -0.743 -0.0351 0.4215 0.1168
C -0.940 5.750 -0.733 0.0886 -0.1240 -0.0502
C -1.533 6.924 -0.306 -0.3876 0.0825 0.1392
C -2.852 6.905 0.107 0.1057 -0.1056 -0.0513
F -3.430 8.053 0.523 0.0092 -0.0324 -0.0082
C -3.598 5.739 0.107 0.0709 0.2537 0.0266
C -3.001 4.570 -0.320 0.2077 0.0396 -0.0542
H 1.854 -3.661 -3.330 0.0112 -0.1375 0.0093
H 1.085 -2.588 -4.524 0.0019 -0.0803 -0.0804
H 2.837 -2.459 -4.195 0.0503 -0.0839 -0.0873
H 0.837 0.038 -4.163 0.0658 0.0816 -0.0786
H 2.606 -0.012 -3.972 -0.0475 0.0495 -0.0552
H 2.394 1.274 -1.830 0.0902 0.1077 -0.0194
H 1.835 2.167 -3.237 0.0241 -0.0556 0.1241
H -0.552 1.305 -2.617 0.1273 -0.0004 0.0875
H 0.947 0.430 -0.284 -0.0765 0.0075 0.0768
H -3.059 0.093 1.424 -0.0523 0.0274 -0.0280
H -3.219 -1.371 3.418 -0.0630 -0.0030 0.0553
H -1.299 -2.877 3.978 -0.0859 -0.0720 0.1075
H -0.399 -4.504 0.955 -0.1008 -0.1337 -0.1267
H 0.762 -5.844 1.145 -0.0608 0.0831 -0.0222
H 0.145 -5.677 -1.261 -0.0347 0.1062 0.0564
H 0.534 -3.925 -1.237 -0.0563 -0.0812 -0.0024
H 4.030 -4.741 -0.905 -0.0188 0.1002 0.0648
H 2.894 -3.358 -1.028 0.1040 -0.0704 0.0424
H 3.582 -3.534 1.331 0.1480 -0.0906 -0.1131
H 3.154 -5.269 1.353 0.0178 0.0778 -0.0301
H 0.847 -1.474 0.608 0.0942 0.0421 -0.1639
H -1.791 2.554 -1.127 0.2924 0.0915 -0.0771
H 0.086 5.746 -1.058 0.0189 -0.0039 -0.0064
H -0.980 7.850 -0.293 0.0413 0.1040 0.0090
H -4.624 5.757 0.435 -0.0992 0.0172 0.0347
H -3.564 3.647 -0.329 -0.0818 -0.1050 0.0036

***

[4]
54
Properties=species:S:1:pos:R:3:forces:R:3 method="wB97M-V/def2-TZVPD" smiles="CCOC(=O)C1CCN(C(=O)Cn2cc(C(=O)C3CC3)c3ccccc32)CC1" e_above_lowest_kj_mol=158.4 homo_ev=-8.46
C -3.228 -1.086 1.749 0.3099 -0.1591 -0.2488
C -2.803 -2.136 0.733 -0.5290 -0.1188 0.2770
O -1.395 -2.075 0.483 0.0297 0.3054 -0.2853
C -0.604 -2.839 1.233 0.6513 -0.2848 0.1533
O -0.987 -3.606 2.076 -0.1698 -0.0558 0.1416
C 0.861 -2.619 0.884 -0.3467 0.1552 -0.0961
C 1.249 -1.174 1.213 0.2415 -0.0746 0.0320
C 2.686 -0.899 0.768 -0.2609 0.2119 0.3405
N 2.843 -1.184 -0.640 0.1075 -0.3207 0.1063
C 3.017 -0.306 -1.646 0.2524 0.3340 0.1782
O 3.130 -0.650 -2.807 -0.0427 0.1329 -0.4060
C 3.032 1.188 -1.281 0.3276 -0.1521 -0.4299
N 1.743 1.578 -0.772 -0.1012 0.0359 -0.0134
C 0.573 1.247 -1.374 -0.5520 0.0201 -0.0092
C -0.500 1.640 -0.605 0.3776 0.1123 0.1558
C -1.925 1.464 -0.850 -0.1003 -0.1728 -0.2868
O -2.762 1.720 0.002 0.0764 0.1117 -0.0882
C -2.325 0.965 -2.193 -0.0838 -0.0741 0.0130
C -3.518 1.634 -2.840 -0.0849 0.0787 -0.0612
C -3.653 0.255 -2.305 -0.0610 -0.0728 0.0011
C 0.064 2.267 0.562 0.3199 -0.0874 -0.1395
C -0.492 2.859 1.693 -0.0225 0.0507 0.1013
C 0.358 3.380 2.643 -0.1149 0.0528 0.0880
C 1.745 3.330 2.485 0.1273 -0.0271 -0.0002
C 2.320 2.752 1.373 0.1981 -0.0172 -0.0263
C 1.469 2.215 0.414 -0.5183 0.2529 0.4502
C 2.567 -2.573 -0.957 -0.2185 -0.2375 -0.3976
C 1.117 -2.898 -0.601 0.2395 -0.0357 0.1328
H -3.001 -0.087 1.385 -0.0305 0.0469 0.0165
H -2.709 -1.249 2.690 -0.0043 -0.0446 0.1173
H -4.298 -1.164 1.920 -0.1424 0.0031 0.0455
H -3.273 -1.958 -0.237 0.0658 -0.0491 0.0801
H -3.050 -3.140 1.092 0.0162 0.1620 -0.1574
H 1.448 -3.310 1.497 -0.1247 0.0277 -0.0181
H 0.563 -0.499 0.699 0.0258 0.0829 0.0127
H 1.162 -0.993 2.286 -0.0279 0.0382 0.0434
H 3.366 -1.562 1.317 0.0187 0.1098 -0.0095
H 2.957 0.128 0.999 0.0684 -0.0607 -0.0068
H 3.259 1.732 -2.205 0.0255 -0.1483 0.1998
H 3.808 1.413 -0.548 -0.1126 0.0067 -0.0098
H 0.597 0.731 -2.315 -0.0082 -0.1171 -0.1903
H -1.527 0.646 -2.846 -0.0290 -0.0169 -0.0662
H -3.489 1.787 -3.908 0.0591 -0.0741 -0.0645
H -3.981 2.435 -2.284 0.0136 0.0097 0.1279
H -4.206 0.133 -1.386 0.0212 0.0715 0.1008
H -3.725 -0.573 -2.993 0.0728 -0.0029 -0.0991
H -1.563 2.898 1.806 -0.0742 -0.0028 0.0197
H -0.049 3.842 3.529 -0.0509 0.0391 0.0701
H 2.379 3.756 3.247 0.0645 0.0297 0.0499
H 3.394 2.733 1.256 0.0876 0.0036 -0.0033
H 3.251 -3.210 -0.389 0.0174 0.0145 -0.0249
H 2.746 -2.715 -2.024 0.0380 -0.0424 0.1936
H 0.449 -2.277 -1.200 0.0036 -0.0195 -0.0628
H 0.911 -3.945 -0.827 -0.0454 -0.0310 -0.0476

***

Number 1: electronic energy -4000.35222 Ha. Number 2: electronic energy -1892.48133 Ha. Number 3: electronic energy -2290.68038 Ha. Number 4: electronic energy -1264.43862 Ha.